Here is a molecular structure, C19H31AuBr2N2O4Si3 from the Open Molecules 2025 dataset. Energies are from ωB97M-V/def2-TZVPD.

Geometry as XYZ:
```
62
C19H31AuBr2N2O4Si3, DFT ωB97M-V/def2-TZVPD
Au 0.1711 1.2862 -1.0482
C -3.3541 1.6667 -2.9106
O -2.3242 1.0017 -2.2246
Si -2.0351 -0.6308 -2.0923
C -1.9098 -1.2682 -3.8504
C -3.6446 -1.3171 -1.3997
C -0.4943 -0.7753 -1.0372
Si 0.8316 -1.8431 -1.8015
C 2.3846 -2.0336 -0.7491
C 1.4284 -1.1688 -3.4583
C 0.2466 -3.6194 -2.0676
Si -0.7700 -0.9120 0.7743
C -2.0488 -2.1557 1.3800
C 0.6888 -1.2631 1.9159
C -1.5852 0.7154 1.4803
H -4.3448 1.3844 -2.5358
H -3.3227 1.4570 -3.9848
H -3.2199 2.7387 -2.7651
H -2.8850 -1.1384 -4.3278
H -1.6520 -2.3235 -3.9290
H -1.1769 -0.6986 -4.4219
H -4.4365 -1.1255 -2.1287
H -3.9410 -0.8418 -0.4635
H -3.6097 -2.3959 -1.2324
H 2.7971 -1.0729 -0.4384
H 3.1402 -2.5408 -1.3547
H 2.2240 -2.6353 0.1456
H 1.3056 -0.0849 -3.5055
H 0.8869 -1.6030 -4.2997
H 2.4870 -1.3973 -3.6025
H -0.0601 -4.0710 -1.1193
H 1.0491 -4.2361 -2.4808
H -0.6009 -3.6880 -2.7494
H -1.7341 -3.1469 1.0398
H -3.0605 -1.9957 1.0188
H -2.0779 -2.1776 2.4727
H 0.8003 -2.3446 2.0242
H 0.4869 -0.8595 2.9126
H 1.6406 -0.8725 1.5694
H -2.3678 1.0263 0.7856
H -1.1556 2.8063 1.4971
H -1.9808 0.6715 2.4943
Br -1.7572 2.9724 4.1914
C -0.0258 2.3532 3.7988
C 0.9247 2.3157 4.8407
C 2.2066 1.9508 4.5577
Br 3.4266 1.8150 5.9887
C 2.6279 1.6906 3.2251
C 3.9689 1.4022 2.8658
C 4.2865 1.2293 1.5538
C 3.2552 1.3242 0.5893
N 2.0045 1.5394 0.8856
C 1.6782 1.7323 2.1835
C 0.3281 2.0050 2.5295
O -0.6634 1.9600 1.5168
H 0.6200 2.5669 5.8455
H 4.7196 1.3303 3.6395
H 5.3004 1.0299 1.2381
H 3.4844 1.2121 -0.4656
O 0.3918 5.3945 -0.7522
N 0.6370 4.2764 -1.1182
O -0.1903 3.3823 -0.6452
```

As for the lowest unoccupied orbital energy: -1.1868 eV. As for the frontier orbital gap: 6.41 eV. As for the total energy: -7305.210474 a.u. The value obtained for the HOMO energy is -7.592 eV.